Density functional theory data (wB97M-V/def2-TZVPD) for a single C8H11N7 molecule.

The geometry in ORCA input format:
```
! wB97M-V def2-TZVPD RIJCOSX def2/J DEFGRID3
* xyz 0 1
N 2.1687 5.9642 1.1648
N 0.4828 4.1566 0.8573
N 0.0401 1.8539 0.7107
N 2.1438 2.3641 1.0989
N 1.3515 5.0696 1.0118
C 0.8790 2.8451 0.9001
C 2.0778 1.0659 1.0306
N -1.7128 -1.6317 0.0740
N 0.7904 0.7077 0.7728
C -1.2214 -2.7408 -0.7746
C -1.7022 -0.4625 -0.7670
C -0.2710 -2.0161 -1.7671
C -0.7774 -1.2355 1.1489
C -0.2177 -0.6327 -1.1022
C 0.3938 -0.6421 0.3200
H 2.8971 0.3753 1.1026
H -2.0547 -3.1806 -1.3626
H -0.7080 -3.5386 -0.2192
H -2.3983 -0.5451 -1.6033
H -1.9035 0.4603 -0.2222
H -0.6989 -1.9605 -2.7723
H 0.6958 -2.4951 -1.8116
H -1.2387 -0.4946 1.8355
H -0.4432 -2.1166 1.7124
H 0.1632 0.1722 -1.7308
H 1.2641 -1.3423 0.3924
*
```

* electronic energy: -694.62398 hartree
* gap between HOMO and LUMO: 9.2 eV
* highest occupied orbital energy: -8.7 eV
* energy relative to the best compared isomer or geometry (same formula, charge and spin): 0.000 eV

Density functional theory data (wB97M-V/def2-TZVPD) for a molecular structure, C37H50ClN4O3P2S5Ti.

The geometry in ORCA input format:
```
! wB97M-V def2-TZVPD RIJCOSX def2/J DEFGRID3
* xyz -1 1
Ti 0.3858 -0.0631 -0.0801
C -3.2723 -3.1477 -0.3502
C -2.3850 -3.4974 -1.5444
C -2.0208 -4.9784 -1.5203
P -0.9442 -2.3014 -1.6844
C -0.5368 -2.2792 -3.5137
C 0.9207 -2.5516 -3.9116
C -1.4757 -3.0406 -4.4524
C 0.3574 -3.2578 -0.8093
C 1.1029 -4.3172 -1.3430
C 2.1206 -4.9375 -0.6461
C 2.9684 -6.0080 -1.2828
C 2.3761 -4.5031 0.6571
C 1.6463 -3.4803 1.2158
C 0.6452 -2.8364 0.4867
N -0.0366 -1.6965 1.0593
C -0.6912 -1.9871 2.2918
C -0.9190 -3.3139 2.6925
C -1.4693 -3.6199 3.9261
C -1.8370 -2.6315 4.8328
C -2.4246 -2.9562 6.1844
C -1.6699 -1.3210 4.4133
C -1.1366 -0.9781 3.1706
P -1.1089 0.7057 2.5054
C -2.9335 0.9498 2.1318
C -3.9611 0.8063 3.2644
C -3.3619 -0.0566 1.0588
C -0.6189 1.8877 3.8595
C -1.6763 2.5744 4.7186
C 0.4899 1.3127 4.7389
H -4.0827 -3.8789 -0.2612
H -2.7127 -3.1609 0.5885
H -3.7191 -2.1609 -0.4632
H -2.9677 -3.3065 -2.4435
H -1.4780 -5.2348 -0.6091
H -2.9410 -5.5722 -1.5432
H -1.4058 -5.2835 -2.3676
H -0.7082 -1.2226 -3.7080
H 1.6453 -2.2855 -3.1454
H 1.1596 -1.9529 -4.7942
H 1.0620 -3.6032 -4.1772
H -1.4310 -4.1230 -4.3077
H -2.5153 -2.7215 -4.3667
H -1.1672 -2.8335 -5.4815
H 0.8975 -4.6531 -2.3501
H 2.5549 -6.3198 -2.2429
H 3.9815 -5.6363 -1.4619
H 3.0477 -6.8899 -0.6429
H 3.1770 -4.9630 1.2269
H 1.8615 -3.1418 2.2216
H -0.6438 -4.1249 2.0332
H -1.6138 -4.6637 4.1867
H -2.3917 -4.0286 6.3800
H -1.8788 -2.4551 6.9867
H -3.4681 -2.6387 6.2547
H -1.9930 -0.5229 5.0751
H -2.9904 1.9679 1.7329
H -3.9950 -0.2256 3.6181
H -3.8060 1.4569 4.1184
H -4.9490 1.0367 2.8530
H -3.3683 -1.0536 1.5041
H -4.3828 0.1680 0.7372
H -2.7379 -0.0900 0.1695
H -0.1573 2.6795 3.2601
H -2.1424 1.8922 5.4317
H -1.1852 3.3624 5.2990
H -2.4575 3.0469 4.1232
H 0.1065 0.5706 5.4409
H 1.2703 0.8371 4.1534
H 0.9484 2.1202 5.3170
O -2.4078 2.5323 -6.1486
C -1.5923 2.4921 -5.2540
S -0.9864 1.0138 -4.5277
C 0.1038 1.7406 -3.3424
C 0.1763 3.0990 -3.3417
S 1.1297 4.1956 -2.3867
S -0.8726 3.9121 -4.4948
S 1.1178 0.6151 -2.4487
Cl -0.8963 3.7198 1.0534
C -1.7627 3.4072 -0.4861
C -1.7943 1.9907 -0.9640
O -2.6794 1.6390 -1.6947
O -0.9049 1.1456 -0.4404
H -1.2730 4.0071 -1.2501
H -2.7938 3.7110 -0.3561
S 4.6697 -1.8002 -1.2752
C 3.2110 -1.2674 -0.8403
N 2.1498 -0.8951 -0.4970
C 4.2881 3.6701 -0.1494
C 3.5013 2.5943 0.5243
C 3.8789 1.6622 1.4833
C 2.7702 0.8585 1.6839
N 1.7435 1.2853 0.9157
N 2.2432 2.3280 0.2063
C 2.7102 -0.3834 2.5084
H 5.1532 3.9321 0.4597
H 3.6850 4.5567 -0.3303
H 4.6337 3.3180 -1.1222
H 4.8466 1.5623 1.9478
H 1.6944 2.8432 -0.5030
H 3.4596 -1.0888 2.1438
H 1.7391 -0.8675 2.4477
H 2.9355 -0.1698 3.5524
*
```

* electronic energy: -5868.20629 hartree
* gap between HOMO and LUMO: 5.8 eV
* highest occupied orbital energy: -4.0 eV
* energy relative to the best compared isomer or geometry (same formula, charge and spin): 1.530 eV

Density functional theory data (wB97M-V/def2-TZVPD) for a single C19H34N4OS molecule.

The geometry in ORCA input format:
```
! wB97M-V def2-TZVPD RIJCOSX def2/J DEFGRID3
* xyz 0 1
C 2.0340 -6.4922 0.9338
C 1.5733 -5.0392 0.8219
C 0.0570 -4.9826 0.6634
C 2.2844 -4.3498 -0.3484
C 2.2575 -2.8184 -0.2848
N 0.9276 -2.2658 -0.4618
C 0.5291 -2.1688 -1.8523
C -0.9492 -1.8053 -1.9536
N -1.1879 -0.5740 -1.2337
C -2.5290 -0.0421 -1.4123
C -2.5895 1.3349 -0.8528
C -3.3854 1.8566 0.1115
N -3.1243 3.1322 0.4977
C -2.1102 3.6176 -0.1435
N -1.5970 4.8408 0.0273
C -0.2813 5.1881 -0.4758
C 0.0486 6.4984 0.2353
C -0.6911 6.3558 1.5649
C -1.9930 5.6799 1.1430
S -1.4035 2.5249 -1.3414
C -0.8352 -0.7631 0.1572
C 0.6690 -1.0312 0.2642
C 1.4992 0.1802 -0.2182
C 1.8092 1.2102 0.8734
O 0.8335 2.2139 1.0249
H 1.5242 -6.9907 1.7552
H 3.1058 -6.5483 1.1123
H 1.8106 -7.0314 0.0154
H 1.8474 -4.5181 1.7461
H -0.2620 -3.9531 0.5347
H -0.4339 -5.4040 1.5383
H -0.2506 -5.5539 -0.2104
H 1.8442 -4.6918 -1.2860
H 3.3348 -4.6513 -0.3491
H 2.6261 -2.5092 0.6968
H 2.9600 -2.4296 -1.0428
H 0.6884 -3.1392 -2.3263
H 1.1240 -1.4182 -2.3985
H -1.2169 -1.6614 -3.0033
H -1.5564 -2.6340 -1.5456
H -3.3027 -0.6648 -0.9269
H -2.7316 -0.0213 -2.4888
H -4.1976 1.3359 0.5879
H -0.3047 5.2895 -1.5647
H 0.4358 4.3990 -0.2152
H 1.1198 6.6362 0.3608
H -0.3519 7.3439 -0.3253
H -0.8581 7.3085 2.0623
H -0.1303 5.6997 2.2310
H -2.4511 5.0709 1.9233
H -2.7276 6.4179 0.7999
H -1.1091 0.1316 0.7201
H -1.3822 -1.6176 0.5976
H 0.9091 -1.2328 1.3168
H 2.4512 -0.1897 -0.6020
H 0.9699 0.6774 -1.0324
H 1.9762 0.6986 1.8349
H 2.7229 1.7540 0.6179
H -0.0289 1.7964 1.1256
*
```

* electronic energy: -1436.82237 hartree
* gap between HOMO and LUMO: 8.3 eV
* SMILES: CC(C)CCN1CCN(Cc2cnc(N3CCCC3)s2)C[C@@H]1CCO
* highest occupied orbital energy: -7.5 eV
* energy relative to the best compared isomer or geometry (same formula, charge and spin): 0.096 eV

Density functional theory data (wB97M-V/def2-TZVPD) for a molecular structure, C26H49N4O6S2Si2Sn.

The geometry in ORCA input format:
```
! wB97M-V def2-TZVPD RIJCOSX def2/J DEFGRID3
* xyz 1 1
Sn 0.2732 0.4991 -0.3816
C 3.1097 0.4566 2.3571
Si 3.7258 0.6099 0.5844
C 4.4031 2.3468 0.3537
C 5.1348 -0.6109 0.4159
C 2.4173 0.2348 -0.7167
Si 2.7872 0.8242 -2.4671
C 4.5503 0.4860 -2.9952
C 2.4152 2.6538 -2.6496
C 1.6638 -0.1189 -3.6399
H 3.8648 0.8747 3.0280
H 2.9715 -0.5876 2.6434
H 2.1684 0.9749 2.5446
H 5.0854 2.5856 1.1732
H 3.6190 3.1057 0.3467
H 4.9619 2.4429 -0.5787
H 5.8848 -0.4396 1.1919
H 5.6315 -0.5317 -0.5518
H 4.7841 -1.6408 0.5264
H 2.4325 -0.8635 -0.8382
H 5.2909 1.0407 -2.4178
H 4.6713 0.7682 -4.0443
H 4.7872 -0.5770 -2.9123
H 3.0318 3.2705 -1.9936
H 1.3655 2.8836 -2.4384
H 2.6112 2.9675 -3.6782
H 1.8446 -1.1948 -3.5728
H 1.8513 0.1819 -4.6734
H 0.6022 0.0557 -3.4426
C -3.7247 -2.2881 -2.2724
N -4.9297 -1.8660 -1.5810
C -6.1405 -1.7424 -2.3689
C -4.9255 -1.6453 -0.2595
O -3.9515 -1.7684 0.4742
H -3.5360 -1.6284 -3.1204
H -3.8342 -3.3094 -2.6427
H -2.8875 -2.2421 -1.5820
H -6.0003 -1.0143 -3.1691
H -6.9603 -1.4117 -1.7346
H -6.4077 -2.7019 -2.8152
H -5.9056 -1.3310 0.1278
C 0.2006 6.9453 -3.2594
C 0.3867 6.0502 -2.0681
C 1.5502 6.1259 -1.3047
C 1.7374 5.3037 -0.2068
C 0.7365 4.4066 0.1387
C -0.4350 4.3109 -0.5990
C -0.5979 5.1334 -1.7007
S 1.0154 3.3338 1.5183
C 0.0078 4.1362 2.7536
O 0.2026 2.0646 1.2236
H 1.1066 6.9843 -3.8636
H -0.0233 7.9644 -2.9390
H -0.6191 6.6039 -3.8887
H 2.3288 6.8241 -1.5862
H 2.6582 5.3502 0.3628
H -1.1952 3.5885 -0.3275
H -1.5023 5.0591 -2.2916
H -1.0130 4.2016 2.3808
H 0.4226 5.1275 2.9323
H 0.0610 3.5356 3.6596
C -3.6782 -5.2431 -0.0990
C -3.4790 -5.9742 1.2179
S -2.1079 -5.3668 2.1700
O -1.0117 -5.0817 1.2715
O -1.9110 -6.2496 3.2859
C -2.6672 -3.7985 2.8238
C -1.5477 -3.1179 3.6126
N -0.5446 -2.4848 2.7441
C -0.7302 -1.3012 2.1278
N 0.2796 -1.0432 1.2993
C 1.1422 -2.1079 1.3714
C 0.6447 -2.9911 2.2616
N 1.2970 -4.1975 2.7040
O 2.2252 -4.5720 2.0245
O 0.9032 -4.7139 3.7293
C -1.8736 -0.3963 2.4049
H -4.5150 -5.6881 -0.6375
H -2.7841 -5.3251 -0.7150
H -3.8883 -4.1855 0.0585
H -3.2225 -7.0259 1.0743
H -4.3494 -5.9352 1.8747
H -3.4884 -4.0260 3.5041
H -3.0331 -3.1789 2.0035
H -1.0388 -3.8237 4.2607
H -1.9751 -2.3309 4.2307
H 2.0615 -2.1767 0.8192
H -1.8159 -0.0273 3.4311
H -2.8282 -0.8955 2.2468
H -1.8288 0.4595 1.7358
*
```

* electronic energy: -3280.03122 hartree
* gap between HOMO and LUMO: 8.3 eV
* highest occupied orbital energy: -10.6 eV
* energy relative to the best compared isomer or geometry (same formula, charge and spin): 0.000 eV

Density functional theory data (wB97M-V/def2-TZVPD) for a single C21H19Cl2N5O2 molecule.

The geometry in ORCA input format:
```
! wB97M-V def2-TZVPD RIJCOSX def2/J DEFGRID3
* xyz 0 1
C 2.7292 1.3260 3.2274
C 2.6275 2.6534 2.4141
O 1.4208 3.4194 2.9319
C 0.1985 2.8278 2.9395
C -0.7653 3.4315 3.8052
C -1.9644 2.7147 3.9681
C -2.2173 1.5712 3.1864
N -3.2594 0.7361 2.9841
N -3.1345 -0.1704 2.0242
C -2.0544 0.1944 1.3873
C -1.3777 -0.6010 0.3577
C -2.0213 -1.7542 -0.1463
C -1.6322 -2.5210 -1.3542
C -2.3571 -3.6382 -1.8613
N -1.9161 -3.9756 -3.1092
N -0.8447 -3.1159 -3.3061
C -0.0022 -3.0570 -4.4765
C -0.6555 -3.3355 -5.9400
O -1.2793 -4.6462 -5.8630
C -0.5893 -2.3057 -2.1919
C -1.3906 1.1773 2.1573
C -0.1918 1.7695 2.0305
C 3.9171 3.4642 2.4934
C 4.7326 3.7762 1.3247
Cl 4.2341 3.2717 -0.2767
C 5.9152 4.4199 1.4744
N 6.3474 5.0317 2.6300
C 5.5695 4.7604 3.7555
C 4.3286 3.9922 3.7355
Cl 3.5104 3.8957 5.1918
H 3.7488 0.8903 3.1700
H 2.5376 1.5496 4.2441
H 2.1199 0.4430 2.8340
H 2.5293 2.5193 1.3715
H -0.5343 4.2846 4.3568
H -2.7286 3.1390 4.6666
H -4.0658 0.7360 3.6574
H -0.4133 -0.4500 -0.0070
H -3.0128 -1.8340 0.0645
H -3.2592 -3.9635 -1.4839
H 0.3139 -2.0166 -4.4650
H 0.9574 -3.5248 -4.3132
H 0.0963 -3.1689 -6.7824
H -1.5587 -2.7561 -6.1522
H -1.7143 -4.7723 -4.9712
H 0.1111 -1.4937 -2.2260
H 0.5553 1.3754 1.2841
H 6.5218 4.4363 0.5462
H 5.8473 5.2238 4.6418
*
```

* electronic energy: -2156.11182 hartree
* gap between HOMO and LUMO: 7.4 eV
* SMILES: C[C@@H](Oc1ccc2[nH]nc(/C=C/c3cnn(CCO)c3)c2c1)c1c(Cl)cncc1Cl
* highest occupied orbital energy: -7.5 eV
* energy relative to the best compared isomer or geometry (same formula, charge and spin): 5.454 eV

Density functional theory data (wB97M-V/def2-TZVPD) for a molecular structure, C13H24F3N3O3RbTa.

The geometry in ORCA input format:
```
! wB97M-V def2-TZVPD RIJCOSX def2/J DEFGRID3
* xyz 2 1
N 0.0009 1.4254 0.9733
C -0.3047 2.6257 1.1556
O -0.6246 3.7446 1.3238
Rb 1.4746 -1.7416 2.8174
Ta -0.1387 -0.3034 0.0297
N 1.5022 -1.3477 0.4940
N -0.1496 0.2206 -1.8587
C 2.9119 -0.9246 0.1472
C 0.0234 1.4309 -2.6796
C 3.9199 -1.9256 0.7495
C 3.0809 -0.8899 -1.3747
C 3.1371 0.4596 0.7463
C -1.2878 2.2189 -2.6387
C 0.3612 1.0453 -4.1217
C 1.1448 2.2906 -2.1115
H 4.0523 -1.7942 1.8369
H 4.9035 -1.7275 0.3023
H 3.6617 -2.9717 0.5322
H 3.0555 -1.9022 -1.8006
H 4.0580 -0.4418 -1.6186
H 2.2936 -0.2967 -1.8668
H 2.4214 1.2103 0.3770
H 4.1499 0.7940 0.4715
H 3.0789 0.4546 1.8496
H -2.1154 1.6278 -3.0449
H -1.1812 3.1316 -3.2412
H -1.5383 2.5081 -1.6096
H -0.4844 0.5618 -4.6230
H 1.2328 0.3804 -4.1579
H 0.6026 1.9571 -4.6838
H 1.2455 3.1777 -2.7562
H 2.1086 1.7644 -2.1251
H 0.9292 2.6394 -1.0958
C 1.1114 -2.7036 0.0154
H 0.0697 -2.6912 -0.3838
H 1.7794 -3.0415 -0.7933
H 1.1418 -3.4650 0.8217
C -1.0379 -0.8181 -2.4550
H -1.5697 -1.4027 -1.6732
H -1.8164 -0.3404 -3.0704
H -0.4715 -1.5186 -3.0903
F -2.9448 -1.8810 3.5212
C -2.9534 -0.6894 2.8840
F -4.2038 -0.4120 2.4845
F -2.5632 0.2617 3.7742
C -1.9771 -0.7143 1.7009
O -0.7917 -1.1618 1.8931
O -2.2247 -0.2083 0.5664
*
```

* electronic energy: -1279.96892 hartree
* gap between HOMO and LUMO: 7.5 eV
* highest occupied orbital energy: -16.0 eV
* energy relative to the best compared isomer or geometry (same formula, charge and spin): 0.950 eV

Density functional theory data (wB97M-V/def2-TZVPD) for a single C22H23N3O4S molecule.

The geometry in ORCA input format:
```
! wB97M-V def2-TZVPD RIJCOSX def2/J DEFGRID3
* xyz 0 1
C 3.5155 1.9524 3.0289
O 3.5490 1.1839 1.8488
C 2.7633 1.5597 0.8037
C 1.9845 2.7099 0.7708
C 1.1973 2.9940 -0.3322
C 1.1709 2.1389 -1.4174
C 1.9465 0.9931 -1.3976
C 2.7398 0.6920 -0.3021
N 3.5407 -0.4744 -0.3149
C 4.9759 -0.2825 -0.3435
C 3.0344 -1.7235 -0.4562
O 3.7420 -2.6893 -0.7079
C 1.5811 -1.8561 -0.2205
C 0.7896 -1.2093 0.7095
C -0.4834 -1.7891 0.6398
S -1.8733 -1.3364 1.6235
O -2.3422 -2.4739 2.3598
O -1.5537 -0.1371 2.3404
N -3.0323 -1.0312 0.4426
C -4.3465 -1.6678 0.5193
C -5.3679 -0.6217 0.0316
C -4.5008 0.5317 -0.3888
C -4.8433 1.7371 -0.9575
C -3.8362 2.6560 -1.2315
C -2.5169 2.3616 -0.9343
C -2.1577 1.1465 -0.3656
C -3.1659 0.2405 -0.0976
C -0.4335 -2.7723 -0.3215
N 0.8166 -2.8187 -0.8238
C 1.2457 -3.7028 -1.8749
H 4.1658 1.4346 3.7321
H 3.8977 2.9642 2.8606
H 2.5043 2.0055 3.4427
H 1.9762 3.3879 1.6088
H 0.6011 3.8936 -0.3317
H 0.5557 2.3582 -2.2759
H 1.9425 0.3130 -2.2365
H 5.4394 -1.2639 -0.4240
H 5.2595 0.3280 -1.2035
H 5.3030 0.2077 0.5729
H 1.0717 -0.4352 1.3910
H -4.3384 -2.5537 -0.1240
H -4.5224 -1.9951 1.5448
H -6.0539 -0.3207 0.8259
H -5.9625 -1.0026 -0.7996
H -5.8746 1.9674 -1.1804
H -4.0883 3.6072 -1.6754
H -1.7485 3.0889 -1.1470
H -1.1307 0.9228 -0.1261
H -1.2084 -3.4301 -0.6598
H 2.3121 -3.8943 -1.7635
H 0.6971 -4.6406 -1.8077
H 1.0627 -3.2543 -2.8548
*
```

* electronic energy: -1715.54603 hartree
* gap between HOMO and LUMO: 8.8 eV
* SMILES: COc1ccccc1N(C)C(=O)c1cc(S(=O)(=O)N2CCc3ccccc32)cn1C
* highest occupied orbital energy: -8.1 eV
* energy relative to the best compared isomer or geometry (same formula, charge and spin): 2.335 eV

Density functional theory data (wB97M-V/def2-TZVPD) for 2 unconnected molecules or ions with the total composition C3H9N5.

The geometry in ORCA input format:
```
! wB97M-V def2-TZVPD RIJCOSX def2/J DEFGRID3
* xyz 2 1
C -3.7687 -0.7721 0.0612
C 0.1918 1.3125 0.0059
C 1.5774 -0.6198 -0.0323
N -2.5876 -0.6764 -0.0541
N 2.8051 -1.0922 -0.0035
N 0.5158 -1.3924 -0.0520
N -0.0231 2.5725 0.0108
N 1.4016 0.7476 -0.0395
H -4.5282 -0.8969 -0.7350
H -4.3589 -0.7607 0.9973
H 2.9848 -2.0885 -0.0033
H 3.6219 -0.4984 0.0349
H 0.6001 -2.3994 -0.0428
H -0.4165 -0.9857 -0.0854
H -0.9731 2.9347 0.0486
H 0.7082 3.2928 -0.0224
H 2.2492 1.3222 -0.0885
*
```

* electronic energy: -392.73033 hartree
* gap between HOMO and LUMO (alpha / beta): 4.3 / 10.2 eV
* highest occupied orbital energy (alpha / beta): -16.2 / -19.1 eV
* energy relative to the best compared isomer or geometry (same formula, charge and spin): 3.258 eV

Density functional theory data (wB97M-V/def2-TZVPD) for a single C4H7NO molecule.

The geometry in ORCA input format:
```
! wB97M-V def2-TZVPD RIJCOSX def2/J DEFGRID3
* xyz 0 1
C -0.3749 0.7464 1.3390
C 0.0757 0.6570 -0.1125
C 1.0981 -0.4680 -0.3831
N 0.3044 -1.5609 -0.9599
C -0.8140 -1.0414 -1.2456
O -1.0535 0.2509 -0.9301
H -1.3615 1.2157 1.3965
H 0.3297 1.3410 1.9305
H -0.4367 -0.2522 1.7862
H 0.3953 1.6326 -0.4875
H 1.8654 -0.1777 -1.1117
H 1.6044 -0.7983 0.5299
H -1.6325 -1.5452 -1.7518
*
```

* electronic energy: -286.59563 hartree
* gap between HOMO and LUMO: 10.6 eV
* SMILES: C[C@H]1CN=CO1
* highest occupied orbital energy: -9.6 eV
* energy relative to the best compared isomer or geometry (same formula, charge and spin): 0.980 eV

| no. | F_max (eV/A) |
| --- | --- |
| 1 | 9.4 |
| 2 | 1.4 |
| 3 | 0.9 |
| 4 | 0.1 |
| 5 | 5.7 |
| 6 | 4.6 |
| 7 | 1.2 |
| 8 | 4.2 |
| 9 | 0.4 |